[1]
The following is a quantum chemistry calculation of a molecular structure, C39H32I2InN12O3S in a non-equilibrium geometry, from the Open Molecules 2025 dataset.

Element x y z (Å)
In (-0.1202, 0.3297, 0.1552)
I (-4.1405, 5.7067, -4.4445)
C (-2.7804, 4.5576, -3.3231)
C (-1.7306, 5.1752, -2.6643)
C (-0.8422, 4.3892, -1.9544)
I (0.8103, 5.3400, -1.0725)
C (-0.9304, 2.9664, -1.8550)
O (-0.0422, 2.2329, -1.2711)
C (-2.0532, 2.4008, -2.5216)
C (-2.2925, 0.9249, -2.3741)
N (-2.5165, 0.5576, -0.9589)
C (-3.5884, 1.3011, -0.3050)
C (-3.2851, 1.6487, 1.1345)
C (-4.3028, 2.0879, 1.9767)
C (-4.0013, 2.4110, 3.2854)
C (-2.6956, 2.2589, 3.7309)
C (-1.7491, 1.8009, 2.8326)
N (-2.0336, 1.5288, 1.5533)
C (-2.9386, 3.1844, -3.2460)
H (-1.5985, 6.2479, -2.7061)
H (-3.1397, 0.6356, -3.0042)
H (-1.4182, 0.3618, -2.7074)
H (-2.7125, -0.4324, -0.9185)
H (-3.7305, 2.2440, -0.8311)
H (-4.5433, 0.7701, -0.3337)
H (-5.3167, 2.1700, 1.6020)
H (-4.7777, 2.7581, 3.9567)
H (-2.4213, 2.4863, 4.7534)
H (-0.7319, 1.6258, 3.1437)
H (-3.7646, 2.7054, -3.7595)
O (-1.5914, -1.3832, 1.2504)
N (-2.3095, -2.1697, 0.4822)
C (-3.4818, -2.6489, 0.9738)
C (-4.2872, -3.4920, 0.2582)
C (-3.8954, -3.8632, -1.0280)
C (-2.7216, -3.3559, -1.5332)
C (-1.9000, -2.4923, -0.7861)
S (-0.4373, -1.8658, -1.4264)
H (-3.7060, -2.3076, 1.9725)
H (-5.2034, -3.8520, 0.7040)
H (-4.5065, -4.5309, -1.6217)
H (-2.3811, -3.6062, -2.5280)
C (4.3149, -2.3562, 3.3809)
N (3.0335, -2.1682, 2.7129)
C (2.6712, -1.2692, 1.7799)
N (1.4136, -1.4703, 1.4408)
C (1.0646, -2.5680, 2.1625)
N (2.0077, -3.0087, 2.9666)
C (5.1651, -3.5220, 2.8928)
C (5.5665, -4.4818, 3.8103)
C (6.3822, -5.5379, 3.4272)
C (6.7952, -5.6583, 2.1178)
C (6.3753, -4.7195, 1.1774)
C (5.5642, -3.6506, 1.5647)
C (6.7931, -4.8916, -0.2093)
N (7.6023, -5.7772, -0.6936)
N (7.6729, -5.5569, -2.0568)
C (6.8916, -4.5597, -2.3059)
O (6.3091, -4.0882, -1.1781)
C (6.5572, -3.9502, -3.5838)
C (7.1637, -4.3614, -4.7662)
C (6.7849, -3.7563, -5.9565)
C (5.8018, -2.7742, -5.9703)
C (5.1862, -2.3792, -4.7871)
C (4.0889, -1.3370, -4.7965)
N (3.5749, -1.1167, -3.4620)
C (2.8842, -1.9696, -2.6932)
N (2.7807, -1.4890, -1.4721)
C (3.4383, -0.2972, -1.5565)
N (3.9496, -0.0399, -2.7377)
C (5.5861, -2.9607, -3.6017)
H (4.0921, -2.5216, 4.4310)
H (4.8591, -1.4175, 3.2916)
H (3.2986, -0.4622, 1.4284)
H (0.0746, -2.9963, 2.1299)
H (5.2411, -4.4022, 4.8420)
H (6.6916, -6.2718, 4.1599)
H (7.4305, -6.4745, 1.7983)
H (5.2515, -2.9213, 0.8232)
H (7.9192, -5.1358, -4.7338)
H (7.2549, -4.0558, -6.8853)
H (5.5024, -2.3220, -6.9113)
H (3.2762, -1.6484, -5.4519)
H (4.4714, -0.3854, -5.1542)
H (2.4843, -2.9125, -3.0425)
H (3.5273, 0.3938, -0.7334)
H (5.1435, -2.6627, -2.6602)
N (1.6507, 2.9311, 1.7264)
C (1.4862, 1.7847, 1.8697)
H (1.5818, 3.8646, 1.3543)

Output
- relative energy (zero: lowest compared OMol25 entry of this formula, charge and spin) (kJ/mol) = 165.3
- charge = 0
- electronic energy (eV) = -97193.8861
- Kohn-Sham gap (spin up / spin down) (eV) = 6.28 / 6.63
- spin multiplicity = 2
- highest occupied orbital energy (spin up / spin down) (eV) = -6.2911 / -7.1650
- LUMO (spin up / spin down) (Eh) = -0.0005 / -0.0198

[2]
The following is a quantum chemistry calculation of a molecular structure, C39H32KN7O3S5, from the Open Molecules 2025 dataset.

Element x y z (Å)
K (-0.6055, 2.2463, -1.9818)
C (-5.7879, 2.9915, -2.2971)
C (-4.3578, 2.5466, -2.4553)
N (-3.4674, 2.6651, -1.5407)
N (-3.8479, 3.2065, -0.3480)
C (-2.7709, 3.4516, 0.4147)
O (-1.5752, 3.2818, 0.1286)
C (-3.1080, 3.9752, 1.7944)
C (-2.0686, 4.1469, 2.7026)
C (-2.3213, 4.6136, 3.9849)
C (-3.6194, 4.9187, 4.3715)
C (-4.6622, 4.7515, 3.4679)
C (-4.4081, 4.2815, 2.1875)
C (-3.9264, 1.9704, -3.7538)
C (-4.7670, 2.0286, -4.8681)
C (-4.3269, 1.5216, -6.0802)
C (-3.0650, 0.9645, -6.1577)
C (-2.2969, 0.9347, -4.9985)
N (-2.7094, 1.4128, -3.8329)
H (-5.9576, 3.2488, -1.2556)
H (-5.9992, 3.8728, -2.9104)
H (-6.4830, 2.2044, -2.6012)
H (-1.0681, 3.9047, 2.3671)
H (-1.5027, 4.7431, 4.6832)
H (-3.8182, 5.2876, 5.3711)
H (-5.6772, 4.9914, 3.7635)
H (-5.2057, 4.1436, 1.4704)
H (-5.7452, 2.4819, -4.7917)
H (-4.9642, 1.5757, -6.9556)
H (-2.6616, 0.5783, -7.0835)
H (-1.2939, 0.5219, -5.0179)
C (5.1501, -9.1390, 5.1860)
O (3.9794, -8.4567, 5.5801)
C (3.5441, -7.4447, 4.7712)
C (4.1747, -7.0528, 3.5953)
C (3.6458, -6.0123, 2.8457)
C (2.4937, -5.3454, 3.2451)
C (1.8783, -5.7481, 4.4313)
C (2.3914, -6.7843, 5.1862)
C (1.9769, -4.2543, 2.4137)
N (2.5944, -3.7542, 1.3713)
C (1.7613, -2.7696, 0.8901)
C (0.6241, -2.6853, 1.6562)
N (0.7727, -3.6421, 2.6355)
C (-0.4237, -1.7449, 1.4160)
C (-1.5823, -1.6122, 2.1891)
C (-2.4956, -0.6419, 1.8618)
C (-2.2161, 0.2034, 0.7789)
N (-1.1310, 0.0946, 0.0413)
C (-0.2495, -0.8780, 0.3174)
C (0.9254, -1.0005, -0.5544)
N (0.9602, -0.2206, -1.6490)
C (2.0100, -0.2908, -2.4400)
C (3.1070, -1.1332, -2.1812)
C (3.0664, -1.9622, -1.0936)
C (1.9433, -1.9165, -0.2521)
H (5.3325, -9.8944, 5.9463)
H (6.0090, -8.4639, 5.1350)
H (5.0213, -9.6276, 4.2160)
H (5.0723, -7.5449, 3.2502)
H (4.1263, -5.6980, 1.9290)
H (0.9889, -5.2433, 4.7887)
H (1.9164, -7.0949, 6.1073)
H (0.1081, -3.8698, 3.3507)
H (-1.7530, -2.2642, 3.0399)
H (-3.4060, -0.5065, 2.4299)
H (-2.9051, 0.9941, 0.5099)
H (1.9939, 0.3488, -3.3152)
H (3.9615, -1.0912, -2.8420)
H (3.8754, -2.6428, -0.8595)
S (5.1907, 4.3631, -8.1320)
C (4.3408, 3.7447, -6.8229)
S (4.9985, 3.5051, -5.2642)
C (3.5993, 2.8403, -4.4312)
C (2.4814, 2.7265, -5.1992)
S (0.8698, 2.1407, -4.8787)
S (2.7002, 3.2723, -6.8660)
S (3.8809, 2.4388, -2.7538)
C (1.8611, 2.3866, 0.6143)
C (1.8293, 3.8067, 0.0660)
O (1.4106, 3.8611, -1.2822)
H (2.2193, 2.3895, 1.6487)
H (2.5237, 1.7612, 0.0124)
H (0.8588, 1.9528, 0.5993)
H (2.8188, 4.2709, 0.1735)
H (1.1122, 4.4031, 0.6360)
H (2.1305, 3.4631, -1.8253)

Output
- relative energy (zero: lowest compared OMol25 entry of this formula, charge and spin) (kJ/mol) = 19.4
- charge = -2
- electronic energy (eV) = -128041.9448
- Kohn-Sham gap (eV) = 3.52
- spin multiplicity = 1
- highest occupied orbital energy (eV) = -0.7192
- LUMO (Eh) = 0.1029

[3]
The following is a quantum chemistry calculation of a molecular structure, C39H32LiNPS, from the Open Molecules 2025 dataset.

Element x y z (Å)
Li (-0.0591, -0.2686, 1.6502)
C (4.5109, -1.6029, -4.0492)
C (3.7734, -0.4321, -3.3817)
C (2.2960, -0.5175, -3.7735)
C (4.3350, 0.9025, -3.9035)
C (3.9730, -0.4915, -1.8683)
C (5.2708, -0.3937, -1.3405)
C (5.5088, -0.3901, 0.0231)
C (4.4251, -0.4894, 0.8837)
S (4.3708, -0.4853, 2.6169)
C (2.5912, -0.6399, 2.5444)
N (2.1389, -0.6960, 1.3342)
C (3.1212, -0.6087, 0.3818)
C (2.9049, -0.6071, -0.9955)
C (1.7780, -0.6927, 3.7509)
C (2.3903, -0.5836, 5.0100)
C (1.6206, -0.6092, 6.1530)
C (0.2394, -0.7565, 6.0279)
C (-0.3412, -0.8733, 4.7745)
C (0.3803, -0.8371, 3.5668)
H (4.4165, -1.5417, -5.1367)
H (4.0812, -2.5502, -3.7178)
H (5.5718, -1.6022, -3.7968)
H (2.2100, -0.4466, -4.8600)
H (1.7170, 0.2956, -3.3321)
H (1.8563, -1.4660, -3.4594)
H (4.0508, 1.0532, -4.9480)
H (5.4239, 0.9265, -3.8391)
H (3.9391, 1.7312, -3.3146)
H (6.1231, -0.3145, -2.0045)
H (6.5174, -0.3063, 0.4085)
H (1.8818, -0.6888, -1.3402)
H (3.4685, -0.4752, 5.0887)
H (2.0791, -0.5109, 7.1297)
H (-0.3775, -0.7682, 6.9218)
H (-1.4221, -0.9948, 4.7247)
C (-7.0069, -1.6463, 1.0580)
C (-6.5291, -0.7535, 2.0105)
C (-5.2213, -0.3052, 1.9408)
C (-4.3659, -0.7099, 0.9099)
C (-4.8573, -1.6108, -0.0314)
C (-6.1651, -2.0745, 0.0440)
P (-2.6224, -0.0739, 1.0242)
C (-1.8911, -0.9437, -0.4123)
C (-1.8433, -0.4323, -1.7066)
C (-1.2271, -1.1501, -2.7201)
C (-0.6511, -2.3868, -2.4570)
C (-0.6894, -2.9047, -1.1701)
C (-1.3038, -2.1840, -0.1554)
C (-2.8862, 1.6175, 0.3958)
C (-4.0573, 2.2348, 0.0364)
C (-4.0294, 3.5915, -0.3527)
C (-2.8573, 4.2972, -0.3857)
C (-1.6322, 3.6843, -0.0295)
C (-0.3870, 4.3523, -0.0467)
C (0.7397, 3.6760, 0.3390)
C (0.6804, 2.3253, 0.7555)
C (-0.4954, 1.5913, 0.7857)
C (-1.6483, 2.3230, 0.3757)
H (-8.0268, -2.0074, 1.1121)
H (-7.1789, -0.4179, 2.8102)
H (-4.8373, 0.3748, 2.6949)
H (-4.2142, -1.9474, -0.8360)
H (-6.5338, -2.7742, -0.6976)
H (-2.2760, 0.5389, -1.9149)
H (-1.1805, -0.7413, -3.7229)
H (-0.1711, -2.9440, -3.2527)
H (-0.2313, -3.8626, -0.9567)
H (-1.3238, -2.5731, 0.8584)
H (-5.0035, 1.7094, 0.0466)
H (-4.9612, 4.0710, -0.6326)
H (-2.8578, 5.3399, -0.6885)
H (-0.3394, 5.3904, -0.3603)
H (1.6993, 4.1852, 0.3277)
H (1.6176, 1.8725, 1.0748)

Output
- charge = -1
- electronic energy (eV) = -62783.6950
- Kohn-Sham gap (eV) = 6.68
- spin multiplicity = 1
- highest occupied orbital energy (eV) = -4.2344
- LUMO (Eh) = 0.0900

Which of these has the lowest electronic energy? C39H32KN7O3S5